128
Properties=species:S:1:pos:R:3:forces:R:3 method="wB97M-V/def2-TZVPD" energy_ev=-184068.4692 mol_weight_g_mol=1292.524 homo_energy_ha=-0.2655 orbital_gap_ev=7.302 lumo_energy_ev=0.08 de_lowest_kj_mol=25.3
Rb 0.43300 0.03409 -0.56557 0.491 -1.231 1.405
C -1.02790 7.15901 -3.05742 -0.014 0.011 -0.034
C -1.70795 7.12070 -1.69748 0.036 -0.097 0.082
C -3.12931 7.65046 -1.78854 -0.033 -0.035 -0.053
C -3.76669 7.68906 -0.41295 0.008 -0.009 0.020
C -3.68944 6.33308 0.23387 0.020 -0.007 0.004
C -4.60619 5.95867 1.18715 -0.020 0.024 0.004
C -4.53502 4.70007 1.77676 -0.034 0.029 0.009
F -5.45434 4.38327 2.70991 -0.004 -0.005 0.006
C -3.57747 3.79783 1.42964 0.014 -0.034 0.012
C -2.63365 4.15219 0.45544 0.025 0.012 -0.003
C -1.60790 3.17080 0.08818 0.009 -0.125 0.041
O -1.59248 2.03002 0.58505 0.106 0.086 -0.036
C -0.66067 3.61716 -0.88786 -0.037 0.129 -0.003
C -0.77623 4.85100 -1.43174 0.032 0.025 -0.007
N -1.73620 5.75576 -1.11275 -0.092 0.012 0.033
C -2.67959 5.41887 -0.14446 0.058 0.085 -0.085
C 0.42955 2.66242 -1.32656 0.018 0.403 -0.183
O 1.38079 2.49074 -0.53983 -0.006 0.441 -0.073
O 0.22567 2.05222 -2.40945 0.022 0.128 0.088
H -1.19749 8.14375 -3.49242 0.015 -0.004 -0.006
H -1.45137 6.41099 -3.73018 -0.008 0.014 0.009
H 0.04950 7.01212 -3.00580 -0.010 0.001 0.011
H -1.14997 7.76045 -1.00389 0.012 0.007 0.007
H -3.70463 7.00438 -2.45915 -0.003 0.019 0.002
H -3.10202 8.64624 -2.23150 -0.005 0.006 0.008
H -4.80713 8.01028 -0.46856 -0.004 -0.005 -0.008
H -3.24263 8.42366 0.20689 -0.001 0.000 0.008
H -5.39562 6.63857 1.48389 0.007 -0.016 0.004
H -3.52410 2.82102 1.88952 0.005 -0.005 -0.011
H -0.06963 5.16647 -2.18370 -0.007 -0.025 0.005
O -0.93715 -0.16223 2.33877 0.075 0.054 -0.012
H -1.44485 0.61289 2.05271 0.008 -0.036 -0.071
H -0.01583 0.12803 2.24247 0.197 0.013 0.201
O 0.12445 -2.69744 1.21858 0.240 0.017 0.124
H 0.03685 -3.61665 1.48851 -0.046 0.012 0.018
H -0.34412 -2.17481 1.88775 -0.095 0.066 -0.093
O -0.80179 -0.47072 -2.77355 -0.143 0.028 -0.653
H -0.44043 0.43550 -2.67144 -0.238 0.199 -0.809
H -1.69116 -0.32991 -3.11003 -0.007 -0.068 -0.002
Br 5.67400 -3.56245 -2.60583 -0.012 -0.005 0.033
C 4.21600 -3.12015 -3.72152 -0.001 0.045 -0.048
C 4.44847 -3.04414 -5.08836 -0.011 0.029 -0.025
C 3.42041 -2.69425 -5.94842 0.041 0.026 0.001
C 2.16029 -2.40726 -5.44645 -0.016 0.011 0.038
C 1.92244 -2.48589 -4.08313 0.020 -0.028 -0.082
C 2.94935 -2.85411 -3.21886 -0.067 0.075 0.013
I 2.47534 -2.95770 -1.19566 0.059 -0.031 0.118
H 5.44003 -3.24921 -5.46739 -0.009 -0.003 -0.002
H 3.61414 -2.63037 -7.01123 -0.002 -0.004 0.013
H 1.35770 -2.11182 -6.10945 0.013 -0.009 0.002
H 0.94151 -2.25219 -3.68696 0.029 0.022 0.000
C 4.39093 3.60011 -0.21803 0.015 -0.043 0.013
C 5.10225 4.23315 0.97631 0.033 0.041 0.015
C 6.12385 5.23819 0.41725 0.015 0.029 -0.020
C 4.08207 5.05392 1.77920 -0.020 0.018 -0.008
C 5.82909 3.20719 1.91365 -0.112 -0.091 -0.052
O 6.51891 3.98296 2.92000 0.057 0.033 -0.022
C 6.92214 2.32417 1.24990 0.010 -0.027 0.105
C 6.65790 0.92632 0.65463 -0.081 0.034 -0.050
C 6.15652 0.91375 -0.76707 0.022 -0.034 0.009
C 4.88270 0.46530 -1.09040 -0.056 0.057 -0.001
C 4.39758 0.55551 -2.38847 0.000 -0.041 0.034
C 5.21304 1.07459 -3.37749 -0.020 -0.024 -0.015
Cl 4.61037 1.22246 -5.00272 -0.022 -0.051 -0.018
C 6.50746 1.48105 -3.09603 -0.003 0.015 0.009
C 6.96676 1.39560 -1.79279 0.019 0.030 0.014
C 4.90399 2.43327 2.89032 -0.036 -0.098 0.042
N 3.93428 1.42216 2.46501 0.204 0.077 -0.166
C 2.66999 1.55953 2.05463 -0.100 0.029 -0.041
N 2.07471 0.38128 1.99037 -0.007 0.014 -0.048
C 3.05654 -0.47288 2.38239 -0.011 -0.076 0.005
N 4.19309 0.10578 2.68383 -0.059 0.126 0.063
H 3.78981 4.36543 -0.71453 0.002 -0.010 -0.006
H 3.70204 2.80212 0.04847 0.039 0.002 -0.020
H 5.09871 3.21344 -0.94932 0.026 -0.014 -0.014
H 5.61478 5.88566 -0.29902 0.006 0.002 0.011
H 6.94403 4.75999 -0.12105 -0.028 0.002 0.007
H 6.53692 5.88738 1.19308 -0.005 -0.010 -0.014
H 3.75863 5.90512 1.17620 0.005 -0.016 0.007
H 4.51427 5.43743 2.70443 -0.007 -0.009 -0.017
H 3.18262 4.48714 2.01922 -0.024 -0.055 0.013
H 7.24648 4.44421 2.49070 0.001 -0.007 0.011
H 7.64334 2.18211 2.05840 -0.009 -0.053 0.004
H 7.43591 2.92406 0.49523 0.012 0.003 0.013
H 5.99656 0.34755 1.29214 -0.063 -0.013 0.033
H 7.61608 0.39982 0.68028 0.031 0.049 -0.022
H 4.23704 0.07623 -0.30990 0.008 -0.013 0.008
H 3.38968 0.24684 -2.63121 -0.027 -0.014 -0.012
H 7.13731 1.86560 -3.88700 -0.008 -0.007 0.009
H 7.97555 1.72662 -1.56852 -0.009 -0.009 0.005
H 4.36640 3.18860 3.45823 -0.034 -0.043 0.049
H 5.55083 1.90790 3.58886 0.067 0.033 -0.018
H 2.21653 2.49674 1.77545 -0.007 0.007 0.017
H 2.92235 -1.54146 2.44672 -0.010 0.027 -0.004
C -3.94625 -5.34972 -3.00215 -0.046 -0.066 -0.080
Si -3.13172 -4.45917 -1.57631 0.060 0.020 -0.023
C -1.27749 -4.44858 -1.80915 0.077 0.020 0.017
C -3.57953 -5.32016 0.01926 -0.034 -0.015 0.095
C -3.73403 -2.68656 -1.52980 -0.017 0.092 -0.006
Te -2.72421 -1.54500 -0.02221 -0.500 -0.120 0.059
C -4.19371 0.02685 -0.02660 0.099 0.071 -0.066
Si -5.49761 -0.18290 1.29301 0.015 0.027 0.002
C -4.67995 -0.03225 2.96675 0.029 -0.023 0.085
C -6.33641 -1.84498 1.13792 -0.043 -0.100 -0.010
C -6.78494 1.16438 1.10861 -0.079 0.059 -0.003
H -3.61485 -6.39083 -3.04511 -0.022 0.020 -0.020
H -3.70086 -4.88039 -3.95795 -0.009 -0.014 0.017
H -5.03381 -5.34844 -2.89394 0.020 -0.012 -0.018
H -0.85046 -5.44103 -1.64187 0.011 0.022 -0.026
H -0.79245 -3.75276 -1.11758 0.003 -0.048 -0.004
H -1.00863 -4.13421 -2.82165 -0.006 0.002 0.022
H -3.11517 -6.30848 0.06800 -0.025 0.012 0.008
H -4.66156 -5.45368 0.10127 0.024 0.007 0.013
H -3.24881 -4.74156 0.88518 0.002 -0.029 -0.008
H -4.80061 -2.64692 -1.29586 0.023 -0.016 -0.009
H -3.57246 -2.20081 -2.49519 -0.034 -0.002 0.010
H -4.60396 0.05767 -1.03861 0.009 -0.012 0.013
H -3.63042 0.95068 0.12739 -0.014 -0.014 -0.020
H -3.76280 -0.62520 3.01805 -0.023 0.010 0.010
H -5.35061 -0.38631 3.75408 0.025 0.028 0.007
H -4.42804 1.00719 3.19450 0.009 -0.024 0.000
H -5.61247 -2.66096 1.21076 -0.023 0.015 0.001
H -6.86944 -1.94047 0.18778 0.014 -0.001 0.023
H -7.06679 -1.96767 1.94226 0.006 -0.028 -0.028
H -6.35077 2.15536 1.26599 -0.011 -0.025 -0.010
H -7.58888 1.03487 1.83871 0.014 0.026 -0.022
H -7.23295 1.14672 0.11135 0.000 0.004 0.029